{"formula": "C4H15N2O", "method": "the ωB97M-V functional and the def2-TZVPD basis", "symbols": ["C", "N", "C", "C", "N", "C", "H", "H", "H", "H", "H", "H", "H", "H", "H", "H", "H", "H", "H", "H", "H", "O"], "coordinates": [[0.84, -0.37, 1.36], [0.74, 1.06, 1.34], [0.32, 1.63, 2.65], [-0.07, -0.99, 0.26], [-0.08, -0.12, -0.96], [0.71, -0.55, -2.14], [1.83, -0.82, 1.33], [0.40, -0.76, 2.28], [1.62, 1.52, 1.15], [1.09, 1.51, 3.40], [0.25, 2.71, 2.59], [-0.63, 1.21, 2.94], [0.36, -1.97, 0.03], [-1.11, -1.06, 0.57], [0.23, 0.80, -0.61], [-1.04, -0.09, -1.24], [1.77, -0.46, -1.93], [0.46, -1.59, -2.32], [0.44, 0.14, -2.94], [-3.34, -1.02, -2.33], [-2.16, -0.42, -3.13], [-2.65, -0.36, -2.30]], "mulliken_charge": [-0.51, -0.40, -1.00, -0.65, 0.04, -1.04, 0.41, 0.35, 0.21, 0.35, 0.32, 0.35, 0.28, 0.37, 0.41, 0.40, 0.37, 0.37, 0.40, 0.33, 0.33, -0.68], "total_charge": 1, "e_above_lowest_ev": 1.164, "lumo_energy_ev": -2.82, "energy_ha": -345.90295, "multiplicity": 1}